Here is a structure of composition C5H13N3O at a distorted geometry from OMol25. Energies are from ωB97M-V with the def2-TZVPD basis set.

Positions of all 22 atoms, in Å:
1 C 0.58 0.21 -0.16
2 C -2.31 -0.75 -0.65
3 C 1.14 -0.62 -1.28
4 C 0.98 1.67 -0.10
5 N -1.35 0.32 -0.80
6 C 0.07 -0.37 1.00
7 N 1.92 -0.73 1.55
8 O -1.98 1.52 -0.39
9 N -0.72 -0.52 1.92
10 H -2.41 1.33 0.47
11 H 2.32 -1.60 1.20
12 H 2.65 -0.04 1.40
13 H -0.32 -0.95 2.75
14 H -3.18 -0.57 -1.29
15 H -2.70 -0.85 0.38
16 H -1.85 -1.69 -0.96
17 H 2.22 -0.48 -1.35
18 H 0.71 -0.28 -2.22
19 H 0.94 -1.68 -1.15
20 H 0.65 2.16 0.81
21 H 0.55 2.18 -0.96
22 H 2.07 1.75 -0.16

Calculated values
energy above the lowest of the compared OMol25 structures with the same formula, charge and spin	166.75	kcal per mole
frontier orbital gap (spin up / spin down)	8.027 / 8.025	eV
E_tot	-437.5884	Eh
largest force on an atom	4.88	eV Å⁻¹
LUMO level (spin up / spin down)	0.77 / 0.77	eV

***

Here is a cluster of 2 separate species, C5H13N3O in total at a distorted geometry from OMol25. Energies are from ωB97M-V with the def2-TZVPD basis set.

Positions of all 22 atoms, in Å:
1 H -2.57 1.57 -0.70
2 N -1.65 1.88 -0.37
3 N -1.01 1.20 0.39
4 N -1.33 -0.26 0.65
5 C -2.70 -0.74 0.50
6 H -0.89 -0.62 1.48
7 H -3.37 -0.21 1.18
8 H -2.73 -1.80 0.71
9 H -3.08 -0.56 -0.51
10 C 2.24 1.41 0.14
11 C 2.04 -0.03 0.60
12 C 0.66 -1.00 0.06
13 C 0.55 -0.89 -1.43
14 O 0.50 -2.01 0.73
15 H 3.29 1.69 0.21
16 H 1.91 1.57 -0.88
17 H 1.72 2.10 0.81
18 H 2.81 -0.66 0.16
19 H 2.10 -0.12 1.68
20 H 1.53 -0.88 -1.90
21 H 0.05 0.06 -1.66
22 H -0.05 -1.70 -1.84

Calculated values
energy above the lowest of the compared OMol25 structures with the same formula, charge and spin	111.87	kcal per mole
frontier orbital gap	9.486	eV
E_tot	-437.6758	Eh
largest force on an atom	5.12	eV Å⁻¹
LUMO level	0.80	eV

***

Here is a cluster of 2 separate species, C5H13N3O in total at a distorted geometry from OMol25. Energies are from ωB97M-V with the def2-TZVPD basis set.

Positions of all 22 atoms, in Å:
1 C -0.76 -1.43 0.03
2 C -0.77 -0.24 1.04
3 C -0.19 0.97 0.41
4 C -0.73 2.22 0.37
5 N 0.06 2.94 -0.52
6 C 1.09 2.20 -0.92
7 N 1.03 0.99 -0.29
8 N -2.08 -2.34 0.15
9 H -0.63 -1.03 -1.00
10 H 0.12 -2.02 0.13
11 H -0.26 -0.43 1.97
12 H -1.76 -0.05 1.47
13 H -1.63 2.64 0.81
14 H -0.16 3.76 -1.01
15 H 1.96 2.61 -1.41
16 H 1.78 0.26 -0.36
17 H -2.78 -1.63 0.41
18 H -1.96 -3.16 0.72
19 H -2.42 -2.56 -0.82
20 H 3.56 -0.96 0.33
21 H 3.38 -1.78 -0.97
22 O 3.14 -0.95 -0.54

Calculated values
net charge	+2
energy above the lowest of the compared OMol25 structures with the same formula, charge and spin	15.74	kcal per mole
frontier orbital gap	10.719	eV
E_tot	-437.2332	Eh
largest force on an atom	4.01	eV Å⁻¹
LUMO level	-6.64	eV

***

Here is a cluster of 2 separate species, C5H13N3O4P in total at a distorted geometry from OMol25. Energies are from ωB97M-V with the def2-TZVPD basis set.

Positions of all 26 atoms, in Å:
1 C 0.13 0.33 -1.19
2 C 0.50 1.75 -0.75
3 C 0.87 0.76 1.31
4 C 0.86 -0.66 0.70
5 C 1.05 -1.95 -1.29
6 N 0.98 -0.64 -0.61
7 N 1.02 -1.77 1.35
8 N 1.49 1.67 0.38
9 O -3.45 -0.27 -1.12
10 O -2.57 1.80 0.10
11 O -4.58 0.38 1.01
12 O -2.23 -0.48 1.12
13 P -3.27 0.54 0.36
14 H -0.97 0.24 -0.83
15 H 0.26 0.26 -2.31
16 H 0.97 2.21 -1.55
17 H -0.37 2.21 -0.34
18 H -0.26 0.98 1.43
19 H 1.32 0.87 2.32
20 H 1.61 -2.55 -0.60
21 H 0.25 -2.43 -1.79
22 H 1.75 -1.76 -2.03
23 H 0.97 -1.68 2.29
24 H -4.22 0.06 -1.72
25 H 2.41 1.26 0.10
26 H -2.74 -1.17 1.64

Calculated values
net charge	-1
energy above the lowest of the compared OMol25 structures with the same formula, charge and spin	0.00	kcal per mole
frontier orbital gap	8.919	eV
E_tot	-1005.0459	Eh
largest force on an atom	4.34	eV Å⁻¹
LUMO level	3.54	eV

***

Here is the ion C5H13N4O2 with charge +1 at a distorted geometry from OMol25. Energies are from ωB97M-V with the def2-TZVPD basis set.

Positions of all 24 atoms, in Å:
1 N 0.92 -2.31 0.29
2 N -0.17 -1.43 0.54
3 C -0.27 -0.75 1.65
4 N 0.41 -1.04 2.73
5 C -1.08 -1.11 -0.55
6 C -0.36 -0.33 -1.73
7 C -0.79 1.17 -1.62
8 C 0.07 2.16 -1.03
9 N 0.55 2.15 0.19
10 O 0.00 1.65 1.21
11 O 1.59 2.97 0.39
12 H 1.51 -2.06 -0.51
13 H 0.69 -3.19 0.57
14 H -1.10 -0.02 1.62
15 H 1.17 -1.70 2.68
16 H 0.25 -0.70 3.67
17 H -1.87 -0.57 -0.18
18 H -1.35 -2.06 -1.04
19 H -0.75 -0.68 -2.63
20 H 0.79 -0.33 -1.94
21 H -1.12 1.45 -2.64
22 H -1.77 1.28 -1.19
23 H 0.70 2.69 -1.72
24 H 1.98 2.75 1.24

Calculated values
net charge	+1
energy above the lowest of the compared OMol25 structures with the same formula, charge and spin	52.65	kcal per mole
frontier orbital gap	9.838	eV
E_tot	-567.4123	Eh
largest force on an atom	4.96	eV Å⁻¹
LUMO level	-2.69	eV

***

Here is a cluster of 2 separate species, C5H13NO in total at a distorted geometry from OMol25. Energies are from ωB97M-V with the def2-TZVPD basis set.

Positions of all 20 atoms, in Å:
1 C -0.91 1.15 -1.32
2 N 0.36 0.85 -0.63
3 C 0.87 -0.50 -0.85
4 C 0.24 1.25 0.75
5 C -0.70 2.47 0.71
6 C -1.63 2.21 -0.47
7 H -0.69 1.48 -2.33
8 H -1.46 0.21 -1.37
9 H 0.31 -1.04 -1.59
10 H 1.91 -0.45 -1.21
11 H 0.89 -1.01 0.12
12 H -0.17 0.45 1.39
13 H 1.21 1.50 1.18
14 H -1.16 2.51 1.70
15 H -0.09 3.37 0.67
16 H -1.74 3.11 -1.07
17 H -2.60 1.88 -0.11
18 H 2.07 -5.73 1.32
19 H 1.59 -7.23 1.26
20 O 1.71 -6.47 1.84

Calculated values
net charge	-1
energy above the lowest of the compared OMol25 structures with the same formula, charge and spin	28.89	kcal per mole
frontier orbital gap (spin up / spin down)	2.075 / 8.625	eV
2S+1	2
E_tot	-328.2268	Eh
largest force on an atom	1.72	eV Å⁻¹
LUMO level (spin up / spin down)	3.37 / 3.30	eV